# 1
{
  "formula": "C31H25Cl5N2O4PRuS",
  "method": "the ωB97M-V functional and the def2-TZVPD basis",
  "total_energy_ha": -4742.17103,
  "homo_lumo_gap_ha": [0.257, 0.250],
  "spin_multiplicity": 2,
  "species": ["Ru", "C", "C", "C", "C", "C", "H", "H", "H", "H", "H", "O", "S", "O", "O", "C", "C", "C", "C", "C", "C", "P", "C", "C", "C", "C", "C", "C", "C", "C", "C", "C", "C", "C", "H", "H", "H", "H", "H", "H", "H", "H", "H", "H", "H", "H", "H", "H", "C", "N", "C", "N", "O", "H", "H", "H", "H", "H", "H", "Cl", "C", "C", "C", "Cl", "C", "Cl", "C", "Cl", "C", "Cl"],
  "xyz": [[0.345059, 0.066150, 0.264189], [-1.457867, 1.588408, 1.845833], [-2.374874, 0.579027, 2.103780], [-2.662902, -0.056133, 0.882414], [-1.941519, 0.566585, -0.153023], [-1.180428, 1.624303, 0.441388], [-1.026682, 2.259624, 2.569962], [-2.759571, 0.301518, 3.073183], [-3.322111, -0.907764, 0.767263], [-2.114205, 0.509065, -1.210904], [-0.813441, 2.486528, -0.090083], [-0.729996, 0.947050, -2.757802], [0.562539, 1.566078, -2.561472], [0.778669, 2.877468, -3.095696], [0.991933, 1.511999, -1.119951], [1.673497, 0.450075, -3.364233], [2.482388, 0.917944, -4.382901], [3.349252, 0.047794, -5.029108], [3.390116, -1.282643, -4.649302], [2.585691, -1.740918, -3.614844], [1.718206, -0.882669, -2.946645], [0.696066, -1.467519, -1.532491], [-0.726372, -2.279070, -2.375701], [-2.046262, -2.150306, -1.974206], [-3.064192, -2.804451, -2.658796], [-2.773488, -3.596289, -3.754428], [-1.452126, -3.747510, -4.156392], [-0.440884, -3.100456, -3.470614], [1.569339, -2.980212, -0.972557], [0.808138, -4.084339, -0.590774], [1.416510, -5.217592, -0.072656], [2.794105, -5.259853, 0.084183], [3.561350, -4.164208, -0.288306], [2.954152, -3.034627, -0.815878], [2.418359, 1.962945, -4.654338], [3.985002, 0.409145, -5.826565], [4.057087, -1.973087, -5.149158], [2.662524, -2.779190, -3.322573], [-2.291396, -1.561964, -1.107389], [-4.087852, -2.684812, -2.328284], [-3.567594, -4.098340, -4.291742], [-1.207776, -4.369776, -5.007531], [0.577891, -3.236455, -3.802874], [-0.268463, -4.066003, -0.708801], [0.809561, -6.070449, 0.204672], [3.270152, -6.146247, 0.484374], [4.638644, -4.185478, -0.179507], [3.572112, -2.201807, -1.122191], [-2.095515, -2.834457, 3.227359], [-0.710475, -3.185824, 2.986515], [0.136569, -2.423550, 2.255854], [1.410877, -2.849727, 2.216661], [-0.316463, -1.420850, 1.654140], [-2.757677, -3.639113, 2.907003], [-2.319530, -1.942864, 2.653452], [-2.264797, -2.627925, 4.284686], [-0.325156, -3.973506, 3.476092], [1.750933, -3.526874, 2.875032], [2.091836, -2.282102, 1.743671], [0.924185, 0.524403, 3.592781], [2.298909, 0.051330, 2.654442], [2.242374, 0.085667, 1.248236], [3.503770, -0.091753, 0.654010], [3.738097, 0.363580, -0.995037], [4.617689, -0.593025, 1.329306], [6.061996, -0.992768, 0.478676], [4.557473, -0.782706, 2.705434], [5.888890, -1.461892, 3.553637], [3.408877, -0.385315, 3.378606], [3.349664, -0.533988, 5.094425]],
  "forces_ev_per_a": [[-0.22, -0.26, 0.14], [0.20, 0.06, -0.02], [0.01, 0.00, -0.14], [0.03, 0.03, 0.02], [0.11, 0.34, -0.11], [-0.44, 0.12, 0.00], [-0.01, 0.03, 0.02], [0.03, -0.02, 0.03], [-0.01, 0.03, -0.02], [-0.06, -0.15, -0.04], [0.07, 0.00, 0.06], [-0.03, 0.06, -0.12], [-0.02, -0.02, 0.28], [0.02, -0.01, -0.06], [-0.02, 0.07, 0.01], [0.04, -0.01, 0.02], [-0.02, 0.00, -0.02], [-0.02, -0.01, 0.00], [0.02, 0.00, -0.02], [0.01, -0.04, 0.01], [-0.05, -0.02, -0.01], [0.01, -0.12, 0.08], [0.04, 0.13, -0.19], [-0.01, -0.08, 0.16], [-0.01, 0.00, 0.04], [0.01, -0.02, -0.02], [-0.04, -0.02, 0.02], [-0.01, 0.11, -0.02], [-0.05, 0.00, 0.11], [0.00, -0.05, -0.05], [0.02, -0.02, -0.01], [-0.02, -0.02, 0.01], [0.01, 0.00, 0.02], [0.03, 0.05, 0.08], [0.00, 0.00, 0.01], [0.00, 0.00, 0.00], [0.00, 0.00, 0.00], [0.00, 0.01, 0.00], [0.05, 0.08, 0.02], [0.00, 0.00, 0.00], [0.00, 0.01, -0.01], [0.00, 0.00, 0.00], [0.01, 0.02, -0.01], [0.02, -0.01, 0.02], [0.00, 0.00, 0.00], [0.00, 0.00, 0.00], [0.00, 0.00, 0.00], [0.00, 0.02, 0.02], [0.01, -0.06, 0.01], [0.01, 0.02, 0.05], [-0.55, 0.31, -0.08], [0.18, 0.22, 0.03], [0.51, -0.72, 0.00], [0.00, -0.01, 0.01], [0.01, 0.00, 0.00], [-0.02, 0.01, 0.00], [-0.01, -0.02, 0.01], [-0.02, -0.03, -0.03], [0.05, 0.04, -0.10], [-0.08, -0.03, 0.05], [-0.04, -0.08, -0.14], [0.15, 0.05, -0.07], [-0.09, 0.04, -0.08], [0.12, -0.08, 0.02], [-0.02, 0.05, 0.01], [0.01, 0.00, 0.00], [0.00, 0.01, -0.06], [0.01, 0.02, 0.02], [0.03, -0.05, 0.03], [0.02, 0.02, 0.03]],
  "mulliken_charge": [-0.17, -1.04, -0.31, -1.05, -0.69, -0.12, 0.66, 0.42, 0.37, 1.01, 0.84, -0.66, 1.30, -0.80, -0.77, 0.21, -0.38, -0.78, -1.09, -0.34, -0.15, 2.38, -0.05, 0.27, -0.82, -0.58, -0.85, -0.46, 0.72, -0.88, -0.70, -0.89, -1.20, -0.25, 0.61, 0.41, 0.43, 0.44, 0.05, 0.44, 0.39, 0.45, 0.30, 0.46, 0.47, 0.41, 0.47, 0.90, -0.64, -0.22, 0.19, 0.10, 0.30, 0.31, -0.06, 0.31, 0.19, 0.23, -0.48, -0.15, 1.24, -0.96, 0.57, 0.02, -0.10, -0.15, 0.24, -0.19, 0.00, -0.17]
}


# 2
{
  "formula": "C31H25N5O2Re",
  "method": "the ωB97M-V functional and the def2-TZVPD basis",
  "total_energy_ha": -1698.26751,
  "homo_lumo_gap_ha": [0.241, 0.222],
  "total_charge": 2,
  "spin_multiplicity": 4,
  "species": ["Re", "C", "C", "C", "C", "C", "C", "N", "C", "C", "C", "C", "C", "N", "C", "C", "C", "C", "C", "C", "N", "H", "H", "H", "H", "H", "H", "H", "H", "H", "H", "H", "H", "H", "H", "H", "O", "N", "N", "O", "C", "C", "C", "C", "C", "C", "H", "H", "H", "H", "H", "C", "C", "C", "C", "C", "C", "C", "C", "H", "H", "H", "H", "H"],
  "xyz": [[-0.204900, -0.232400, -0.003500], [-2.020300, -0.634500, 2.886400], [-0.575900, -0.388500, 3.151200], [-0.120100, -0.301900, 4.468200], [1.220300, -0.098700, 4.723300], [2.097300, -0.031500, 3.650600], [1.602000, -0.126200, 2.356800], [0.271000, -0.263700, 2.124800], [2.466600, -0.101500, 1.169500], [3.856100, -0.029200, 1.196800], [4.555400, -0.009200, 0.001100], [3.860800, -0.025600, -1.199700], [2.472100, -0.098900, -1.177200], [1.810900, -0.172700, -0.005700], [1.612900, -0.122800, -2.370800], [2.114300, -0.029800, -3.661900], [1.241300, -0.098700, -4.738700], [-0.099700, -0.300400, -4.490300], [-0.562800, -0.384900, -3.174400], [-2.007800, -0.629200, -2.917700], [0.280600, -0.259400, -2.146100], [-2.459600, -1.201300, 3.702000], [-2.162400, -1.181800, 1.953500], [-2.561600, 0.310900, 2.822200], [-0.828400, -0.397900, 5.274800], [1.582900, -0.010100, 5.736000], [3.150600, 0.096900, 3.831000], [4.389100, -0.000600, 2.130400], [5.632800, 0.031700, 0.002300], [4.396800, 0.006700, -2.130600], [3.168500, 0.098700, -3.837400], [1.610400, -0.012400, -5.749700], [-0.803700, -0.396200, -5.300300], [-2.441300, -1.200800, -3.733000], [-2.549200, 0.316400, -2.862100], [-2.154700, -1.171200, -1.983100], [-2.242600, 0.211600, -0.006000], [-2.626800, 1.431100, 0.002100], [-1.698900, 2.308300, 0.001200], [-0.451100, 1.948000, 0.003000], [-2.034100, 3.671000, 0.000500], [-3.371800, 4.074900, 0.000300], [-3.658200, 5.425900, 0.001100], [-2.635300, 6.368300, 0.001400], [-1.309400, 5.955800, 0.001000], [-1.003500, 4.609500, 0.000500], [-4.160600, 3.340000, -0.000300], [-4.687900, 5.743900, 0.000600], [-2.876100, 7.420800, 0.001400], [-0.511200, 6.681200, 0.001300], [0.022600, 4.271700, 0.001500], [-0.301600, -2.230800, -0.005300], [-0.270100, -3.459300, -0.016600], [-0.185200, -4.851600, -0.011400], [-1.148800, -5.619000, 0.673600], [-1.047100, -6.991700, 0.684800], [0.003800, -7.623300, 0.022800], [0.961100, -6.872300, -0.657600], [0.876100, -5.498700, -0.677800], [-1.954300, -5.111900, 1.182300], [-1.783600, -7.581500, 1.208200], [0.078900, -8.699300, 0.037400], [1.769800, -7.372000, -1.168500], [1.610500, -4.902200, -1.198300]],
  "forces_ev_per_a": [[-1.42, -0.38, -0.10], [-0.12, -0.02, -0.22], [-0.26, -0.08, 0.39], [0.31, 0.04, -0.15], [-0.30, -0.04, -0.15], [-0.07, -0.01, -0.51], [0.14, 0.04, 0.84], [0.10, 0.21, -0.69], [0.43, 0.00, -0.01], [-0.35, -0.04, -0.09], [-0.32, 0.03, -0.06], [-0.35, -0.04, 0.18], [0.41, 0.00, -0.05], [0.92, 0.24, 0.04], [0.13, 0.04, -0.83], [-0.07, -0.01, 0.53], [-0.27, -0.04, 0.14], [0.29, 0.04, 0.16], [-0.22, -0.07, -0.43], [-0.13, -0.03, 0.23], [0.07, 0.18, 0.81], [0.00, -0.05, 0.05], [-0.06, 0.03, 0.17], [-0.03, 0.03, -0.06], [-0.10, -0.01, 0.05], [0.04, -0.01, 0.06], [0.12, 0.00, -0.04], [0.02, 0.01, 0.13], [0.11, 0.01, 0.01], [0.04, 0.01, -0.15], [0.12, 0.00, 0.04], [0.03, -0.01, -0.05], [-0.11, -0.01, -0.06], [0.00, -0.05, -0.05], [-0.04, 0.04, 0.06], [-0.06, 0.02, -0.15], [1.42, -0.90, 0.01], [-0.33, 1.69, -0.02], [-1.09, -2.14, 0.00], [1.09, -1.10, 0.00], [-0.27, 1.79, 0.01], [0.26, -0.24, 0.00], [0.14, 0.03, 0.00], [0.05, -0.11, 0.00], [-0.25, 0.11, 0.00], [0.05, -0.53, 0.01], [-0.07, 0.00, 0.00], [-0.11, 0.04, 0.00], [0.00, 0.06, 0.00], [0.05, 0.07, 0.00], [-0.01, 0.04, 0.00], [0.07, 1.34, -0.04], [0.02, 0.61, 0.02], [0.02, -1.10, 0.02], [0.28, 0.34, -0.21], [0.13, -0.24, -0.07], [-0.01, 0.29, -0.01], [-0.12, -0.24, 0.10], [-0.32, 0.30, 0.16], [-0.10, -0.01, 0.05], [-0.06, -0.04, 0.04], [0.00, -0.10, 0.00], [0.07, -0.02, -0.04], [0.06, 0.01, -0.05]],
  "mulliken_charge": [1.43, -1.48, 0.92, -0.87, -0.74, -0.87, 0.90, 0.14, 0.66, -0.79, -1.12, -0.78, 0.66, 0.57, 0.93, -0.92, -0.72, -0.89, 0.90, -1.46, 0.09, 0.52, 0.24, 0.25, 0.53, 0.48, 0.45, 0.49, 0.48, 0.51, 0.45, 0.49, 0.53, 0.51, 0.25, 0.23, -0.58, -0.53, 1.13, -0.86, 0.50, -0.35, -0.63, -0.48, -0.65, -0.35, 0.46, 0.41, 0.41, 0.40, 0.41, -0.46, 0.38, 0.28, -0.53, -0.54, -0.44, -0.55, -0.50, 0.44, 0.42, 0.42, 0.41, 0.41]
}


> Number 2 is which compound?

C31H25N5O2Re